Record 1
DFT (ωB97M-V/def2-TZVPD) results for C33H33F5N5OS2TeTl as an isolated structure at a distorted geometry.

The geometry in XYZ format:
```
81
Properties=species:S:1:pos:R:3
F -3.547 2.371 0.015
H -0.157 -4.804 -1.010
C -2.514 0.924 2.294
H 1.107 2.223 -2.046
C -0.808 0.079 -3.223
O -0.804 1.607 0.377
C 1.987 3.191 -0.346
C -2.711 -1.481 -0.377
C 1.278 3.228 -1.663
C -1.123 2.113 -4.504
C -4.780 -0.349 3.262
H -5.011 1.349 4.559
H 1.802 -5.728 3.220
H 1.878 3.779 -2.392
C -3.289 1.512 3.298
Tl 0.903 -0.333 -0.364
N 2.994 -0.408 1.533
C -1.417 -2.191 1.546
S -1.228 1.992 1.767
H 1.400 -4.377 -1.728
C -4.413 0.881 3.788
C 5.513 -0.548 2.680
F -3.887 2.924 -2.475
N 2.428 2.018 0.109
H -2.351 -2.483 -0.613
H 0.637 -5.930 1.027
H 3.152 -3.690 3.678
H -2.387 0.449 -1.224
H -1.064 -1.876 2.528
C 2.909 4.351 1.532
H 3.997 3.081 2.888
H -2.661 1.147 -3.397
H -2.125 -3.020 1.689
H -5.665 -0.855 3.626
H -3.421 -0.598 -2.201
C 1.290 -3.993 0.363
F -1.379 4.318 0.116
H 0.576 2.845 -5.606
C 0.198 2.072 -4.950
C 3.472 -1.570 1.988
H 2.042 0.984 -4.887
C 1.208 -5.044 1.272
C 3.425 3.138 1.973
C 2.618 -3.802 2.745
H 5.608 1.558 2.270
C -1.608 1.134 -3.649
C 3.165 1.999 1.231
H 5.080 -2.638 2.929
C 0.550 0.025 -3.683
C 2.642 -2.794 1.789
H -0.602 -2.516 -3.577
N -2.014 -1.045 0.848
H -1.794 2.895 -4.835
C 1.868 -4.937 2.484
C -1.535 -2.186 -3.131
C -2.858 -0.331 1.781
H 0.335 3.764 -1.572
C 3.734 0.692 1.676
C 0.651 -4.074 -0.993
C -2.510 -0.568 -1.589
F -3.592 4.701 -0.782
C 4.720 -1.679 2.584
C 5.015 0.656 2.226
C 1.016 1.042 -4.548
Te -2.401 3.331 -1.276
H -3.008 2.498 3.655
H -0.565 -2.563 0.977
F -1.856 4.713 -2.544
H -3.787 -1.547 -0.197
C 2.201 4.382 0.352
H -1.892 -2.968 -2.465
S 1.651 -1.189 -3.180
H 6.515 -0.610 3.087
H 3.065 5.255 2.106
H 0.287 -3.095 -1.308
N -1.329 -0.935 -2.386
H -4.293 -1.912 1.894
H 1.796 5.303 -0.042
H -2.281 -2.043 -3.924
C -4.007 -0.938 2.274
N 1.964 -2.876 0.645
```

Calculated values
orbital gap (spin up / spin down)	6.836 / 5.498	eV
energy relative to the best compared isomer or geometry (same formula, charge and spin)	0.0	kcal/mol

***

Record 2
DFT (ωB97M-V/def2-TZVPD) results for a 2-piece molecular cluster, H4N2O3S3 overall at a distorted geometry.

The geometry in XYZ format:
```
12
Properties=species:S:1:pos:R:3
H -0.583 2.320 1.921
N 0.454 -1.512 -1.291
H 1.236 1.432 1.159
O 1.801 0.702 1.169
O 2.621 -2.526 -0.411
S 1.937 -1.258 -0.497
S -1.328 0.800 0.485
H 0.346 -1.718 -2.240
H -0.449 -1.191 -0.865
N -0.513 1.977 0.895
S 0.905 -0.750 1.422
O -2.127 0.164 1.483
```

Calculated values
orbital gap	8.673	eV
energy relative to the best compared isomer or geometry (same formula, charge and spin)	29.3	kcal/mol